Record 1
{"formula": "C4H9NO3", "method": "ωB97M-V/def2-TZVPD", "symbols": ["C", "O", "C", "C", "C", "O", "N", "O", "H", "H", "H", "H", "H", "H", "H", "H", "H"], "coordinates": [[2.3820, 0.6600, 0.0691], [1.2287, -0.0977, -0.6427], [0.5551, -1.1925, -0.3365], [-0.5863, -0.7237, 0.6118], [-1.9808, -0.2525, 0.0349], [-2.9114, -0.9391, -0.2954], [-2.2333, 1.1297, -0.1448], [-1.0345, 1.9716, -0.0471], [2.0220, 0.7508, 1.0960], [3.1412, -0.1300, 0.2975], [2.8052, 1.4111, -0.5853], [-0.2158, -1.3095, -1.1450], [1.1484, -2.1886, -0.2524], [-0.0683, -0.0462, 1.4623], [-0.7167, -1.7262, 1.0162], [-3.1805, 1.3549, -0.4405], [-0.3550, 1.3280, -0.6981]], "homo_lumo_gap_ev": 9.909, "smiles": "COCCC(=O)NO", "homo_energy_ev": -9.251}

Record 2
{"formula": "C4H9NO3", "method": "ωB97M-V/def2-TZVPD", "symbols": ["C", "C", "O", "N", "C", "C", "O", "H", "H", "H", "H", "H", "H", "H", "O", "H", "H"], "coordinates": [[-1.7603, -0.3670, 0.5639], [-1.8670, 0.7626, -0.4015], [-2.9137, 1.2711, -0.7412], [-0.6705, 1.2704, -0.8892], [0.7143, 1.2470, -0.3274], [1.3792, -0.0018, -0.9326], [2.5910, 0.0402, -0.8891], [-1.7954, -0.2485, 1.6502], [-2.3943, -1.2024, 0.2713], [-0.7491, -0.8232, 0.6060], [-0.9196, 2.1837, -1.2524], [1.2872, 2.1559, -0.4855], [0.6124, 1.1783, 0.7692], [0.7850, -0.8268, -1.3298], [1.7337, -2.5469, 1.1515], [2.0759, -2.1596, 0.3461], [1.8911, -1.9331, 1.8906]], "homo_lumo_gap_ev": 10.292, "smiles": "CC(=O)NCC=O.O", "homo_energy_ev": -9.914}

Record 3
{"formula": "C4H9NO3", "method": "ωB97M-V/def2-TZVPD", "symbols": ["C", "C", "O", "O", "H", "H", "H", "H", "C", "N", "C", "O", "H", "H", "H", "H", "H"], "coordinates": [[-3.1050, -0.4770, -0.1049], [-1.6480, 0.0054, -0.1623], [-0.8069, -0.6338, -0.7806], [-1.4514, 1.0515, 0.5714], [-3.3297, -1.4607, -0.6734], [-3.8319, 0.3482, -0.5895], [-3.2519, -0.4589, 0.8950], [-0.5545, 1.2577, 0.4101], [2.0194, -0.7563, 0.7528], [2.3688, -0.0145, -0.3887], [1.8141, 1.1741, -0.7315], [0.9623, 1.7793, -0.0505], [1.4747, -1.7799, 0.6294], [2.8791, -1.1124, 1.2543], [1.2558, -0.1409, 1.4263], [3.1379, -0.4932, -0.8483], [2.0672, 1.7115, -1.6095]], "homo_lumo_gap_ev": 10.546, "smiles": "CC(=O)O.CNC=O", "homo_energy_ev": -9.749}

Record 4
{"formula": "C4H9NO3", "method": "ωB97M-V/def2-TZVPD", "symbols": ["C", "C", "C", "C", "H", "H", "H", "H", "H", "H", "H", "H", "H", "N", "O", "O", "O"], "coordinates": [[-1.6627, 1.2136, -0.0200], [-0.8725, -0.2346, 0.1898], [0.6610, -0.2331, 0.5755], [1.4614, 0.9513, -0.0214], [-1.1555, 1.9965, -0.5725], [-1.7865, 1.1800, 1.0722], [-2.5545, 0.9204, -0.7417], [-1.6463, -0.7957, 1.0740], [-1.8746, -0.0744, -1.2668], [0.7527, -0.2634, 1.7020], [0.8762, -2.3836, 0.8176], [1.5251, -1.4354, -1.1601], [2.5720, -0.4952, -0.0943], [1.3915, -1.4794, 0.2270], [-1.1074, -1.1517, -0.9140], [2.4278, 0.2827, -0.7477], [0.9924, 2.0020, -0.1196]], "homo_lumo_gap_ev": 10.094, "homo_energy_ev": -9.692}

Record 5
{"formula": "C4H9NO3", "method": "ωB97M-V/def2-TZVPD", "symbols": ["C", "C", "O", "N", "C", "C", "O", "H", "H", "H", "H", "H", "H", "H", "O", "H", "H"], "coordinates": [[-1.1184, 1.2458, 0.2326], [-0.6999, 0.9396, -1.1810], [-0.9510, 1.5912, -2.1546], [0.1124, -0.2103, -1.4333], [0.4216, -1.1328, -0.3889], [-0.8035, -1.7596, 0.2780], [-0.7404, -2.6801, 1.0646], [-0.2886, 1.1273, 0.9853], [-1.2270, 2.3461, 0.3331], [-2.0176, 0.9030, 0.7367], [0.5325, -0.3549, -2.3331], [1.0417, -1.9138, -0.7913], [1.1186, -0.7868, 0.3212], [-1.7658, -1.3928, 0.0363], [1.7941, 0.8905, 1.4722], [2.0634, 0.1625, 1.9591], [2.5277, 1.0247, 0.8631]], "homo_lumo_gap_ev": 9.882, "smiles": "CC(=O)NCC=O.O", "homo_energy_ev": -9.510}

Record 6
{"formula": "C4H9NO3S", "method": "ωB97M-V/def2-TZVPD", "symbols": ["N", "C", "C", "O", "O", "H", "H", "H", "H", "H", "C", "C", "O", "S", "H", "H", "H", "H"], "coordinates": [[-0.6407, 0.5256, -1.8285], [0.2912, 1.1955, -0.9752], [0.1411, 1.6943, 0.2390], [-1.0230, 1.6547, 0.8838], [1.2026, 2.0717, 1.0737], [-1.4191, 0.1223, -1.2648], [-1.0058, 1.1404, -2.5400], [1.2616, 1.3732, -1.4382], [-0.9305, 1.8232, 1.8170], [1.7471, 1.3084, 1.1976], [0.4279, -1.0518, 1.4779], [0.9465, -1.0066, 0.0291], [0.0610, -1.6339, -0.7997], [2.4466, -0.6872, -0.3994], [0.5200, -0.1007, 2.1220], [0.6818, -2.0093, 1.8445], [-0.6816, -0.9856, 1.4222], [0.3027, -1.8185, -1.7166]], "homo_lumo_gap_ev": 8.284, "smiles": "NC=C(O)O.CC(O)=S", "homo_energy_ev": -7.870}

Record 7
{"formula": "C4H9NO3SSi", "method": "ωB97M-V/def2-TZVPD", "symbols": ["C", "C", "C", "C", "N", "O", "O", "O", "Si", "S", "H", "H", "H", "H", "H", "H", "H", "H", "H"], "coordinates": [[-1.6601, -0.9704, -1.4469], [-1.6080, -0.3502, -0.2498], [-0.8992, 0.9575, -0.1261], [-2.3741, -0.6727, 0.9507], [3.2120, 1.3691, -0.3018], [0.3519, 0.9406, -0.4407], [1.6975, 0.5302, 1.8671], [-1.5431, 1.9677, 0.0253], [1.7733, 0.4551, 0.2225], [1.9446, -1.6498, -0.0881], [-2.1500, -1.8857, -1.6419], [-1.1261, -0.5734, -2.3034], [-2.8033, 0.3048, 1.0011], [-1.7769, -0.9080, 1.8536], [-3.2156, -1.2825, 0.8759], [3.5637, 1.2307, -1.2650], [3.2624, 2.3198, -0.0903], [2.0289, -0.1283, 2.3635], [1.3222, -1.6544, -1.2056]], "homo_lumo_gap_ev": [6.091, 7.648], "s_squared": 2.01, "multiplicity": 3, "homo_energy_ev": [-5.708, -10.063]}

Record 8
{"formula": "C4H9NO4S", "method": "ωB97M-V/def2-TZVPD", "symbols": ["C", "C", "C", "C", "N", "O", "O", "O", "O", "S", "H", "H", "H", "H", "H", "H", "H", "H", "H"], "coordinates": [[-0.5239, 1.1517, -0.4658], [0.7253, 1.1441, 0.4467], [-1.6235, 0.4329, 0.2918], [1.4618, -1.5612, 0.0631], [0.8412, -0.1124, 1.1263], [-0.8802, -1.9539, 1.3868], [-1.0198, -0.0132, 2.8656], [1.7429, -2.4698, 0.9835], [0.4965, -1.8043, -0.8232], [-0.6978, -0.5149, 1.5678], [-0.7974, 2.1776, -0.7105], [-0.2888, 0.6230, -1.3891], [1.6343, 1.3396, -0.1233], [0.6256, 1.9139, 1.2215], [-2.2944, 1.0947, 0.8307], [-2.1858, -0.2743, -0.3086], [2.3481, -1.1273, -0.3902], [0.9110, -2.7463, 1.4165], [-0.2575, -2.1916, -0.3269]], "homo_lumo_gap_ev": 10.335, "homo_energy_ev": -9.603}

Please write out number 7 again, unchanged.
{"formula": "C4H9NO3SSi", "method": "ωB97M-V/def2-TZVPD", "symbols": ["C", "C", "C", "C", "N", "O", "O", "O", "Si", "S", "H", "H", "H", "H", "H", "H", "H", "H", "H"], "coordinates": [[-1.6601, -0.9704, -1.4469], [-1.6080, -0.3502, -0.2498], [-0.8992, 0.9575, -0.1261], [-2.3741, -0.6727, 0.9507], [3.2120, 1.3691, -0.3018], [0.3519, 0.9406, -0.4407], [1.6975, 0.5302, 1.8671], [-1.5431, 1.9677, 0.0253], [1.7733, 0.4551, 0.2225], [1.9446, -1.6498, -0.0881], [-2.1500, -1.8857, -1.6419], [-1.1261, -0.5734, -2.3034], [-2.8033, 0.3048, 1.0011], [-1.7769, -0.9080, 1.8536], [-3.2156, -1.2825, 0.8759], [3.5637, 1.2307, -1.2650], [3.2624, 2.3198, -0.0903], [2.0289, -0.1283, 2.3635], [1.3222, -1.6544, -1.2056]], "homo_lumo_gap_ev": [6.091, 7.648], "s_squared": 2.01, "multiplicity": 3, "homo_energy_ev": [-5.708, -10.063]}